ORCA calculation (ωB97M-V/def2-TZVPD) on C36H25CaI2N9OS2 as an isolated structure in a non-equilibrium geometry.

The HOMO energy (spin up / spin down) is -1.8 / -1.8 eV. The value obtained for the energy relative to the best compared isomer or geometry (same formula, charge and spin) is 1407.24 kJ/mol. The calculation puts the LUMO energy (spin up / spin down) at 0.65 / 1.55 eV. As for the net charge: -2. For the energy, the calculation gives -4023.84747 hartree. The value obtained for the gap between HOMO and LUMO (spin up / spin down) is 0.09039 / 0.12350 hartree.

Last column: Mulliken charge in e.
CARTESIAN COORDINATES (ANGSTROEM)
Ca 0.68 -0.44 -3.02  1.590
C -1.43 3.76 4.61  -0.336
C -0.19 3.43 5.11  -0.543
C 0.90 2.81 4.29  -0.561
C 0.50 2.66 3.02  0.852
C 1.20 2.19 1.86  0.439
N 2.36 2.55 1.34  -0.549
C 2.87 2.31 0.19  -0.127
C 4.12 1.65 0.11  0.805
C 4.78 0.92 1.14  -0.844
C 5.87 0.26 0.66  -0.389
C 6.45 0.51 -0.65  -0.543
C 5.65 1.05 -1.66  -0.698
C 4.53 1.72 -1.16  0.355
C 3.25 2.11 -1.88  0.348
N 3.20 1.80 -3.12  -0.335
C 2.08 1.89 -3.86  -1.133
N 2.00 1.02 -4.86  -0.427
C 0.72 1.17 -5.39  -1.419
N 4.41 -2.45 4.90  -0.581
C 3.51 -2.60 5.63  0.300
N -0.80 0.87 -1.61  -0.591
C -1.16 1.32 -0.61  0.535
N -1.57 2.22 0.22  -0.754
C -0.81 2.16 1.30  0.290
N 0.40 1.47 1.11  -0.600
C -0.70 3.00 2.53  0.220
C -1.54 3.76 3.22  -0.853
C 1.44 -1.66 6.18  -0.924
C 0.63 -1.31 7.28  -0.268
C 0.62 -2.11 8.44  -0.357
C 1.47 -3.26 8.67  -0.509
C 2.55 -3.41 7.77  -0.545
C 2.46 -2.59 6.61  0.643
C 0.34 2.51 -5.14  0.457
C -0.80 3.13 -5.33  -0.358
C -1.24 4.03 -4.47  -0.724
C -0.37 4.68 -3.65  -0.444
C 0.85 4.09 -3.46  -0.169
C 1.09 2.89 -4.05  2.095
N 2.37 2.75 -1.08  -0.251
H -2.29 4.08 5.20  0.380
H -0.06 3.30 6.19  0.341
H 1.79 2.43 4.78  0.488
H 4.35 0.72 2.13  0.520
H 6.45 -0.46 1.25  0.384
H 7.37 -0.05 -0.96  0.290
H 5.93 0.87 -2.65  0.512
H -2.53 3.93 2.84  0.382
H 0.10 -0.35 7.27  0.293
H -0.10 -1.84 9.22  0.282
H 1.45 -3.90 9.53  0.365
H 3.27 -4.23 7.92  0.319
H -1.60 2.64 -6.00  0.211
H -2.23 4.34 -4.43  0.485
H -0.48 5.46 -2.97  0.474
H 1.37 4.33 -2.51  0.174
I -1.85 -9.44 0.67  0.149
C -3.65 -8.70 -0.36  -0.872
I -5.65 -9.82 -1.10  -0.040
H -3.14 -8.77 -1.31  0.334
H -3.90 -7.71 -0.02  0.457
C -5.89 -0.69 -7.14  -0.870
S -7.70 -0.45 -6.74  0.475
C -7.45 -1.60 -5.27  -0.910
O -8.01 0.95 -6.41  -0.576
H -5.33 -0.21 -6.34  0.300
H -5.58 -0.38 -8.13  0.319
H -5.69 -1.80 -7.11  0.291
H -7.14 -2.46 -5.80  0.348
H -8.42 -1.78 -4.78  0.302
H -6.68 -1.25 -4.60  0.321
S -1.03 -4.63 -1.15  -0.364
C 0.16 -3.41 -1.44  0.255
N 0.96 -2.59 -1.74  -0.889
H 0.47 -9.37 0.80  -0.028

ORCA calculation (ωB97M-V/def2-TZVPD) on a 4-piece molecular cluster, C24H60F2N3O4P overall in a non-equilibrium geometry.

The HOMO energy is -9.1 eV. The calculation puts the LUMO energy at 0.52 eV. For the energy, the calculation gives -1956.61736 hartree. Its SMILES is CCCOC[PH](F)(CCC(C)C)[C@H](F)CC.COC[C@@H](C)N.COC[C@@H](C)N.COC[C@@H](C)N. The value obtained for the gap between HOMO and LUMO is 0.35495 hartree.

Last column: Mulliken charge in e.
CARTESIAN COORDINATES (ANGSTROEM)
C 5.87 -1.15 -1.49  -0.698
C 6.87 -0.50 -2.51  -0.454
C 6.32 0.77 -3.24  -0.567
O 5.04 1.18 -2.80  -0.364
C 5.14 2.21 -1.80  -0.676
P 3.76 2.03 -0.51  1.399
F 3.05 0.80 -1.44  -0.575
C 2.29 3.16 -0.68  -1.093
C 0.96 2.56 -1.21  -1.184
C 0.09 1.83 -0.13  0.856
C 0.80 0.63 0.55  -0.928
C -1.14 1.26 -0.93  -1.621
C 4.56 3.29 0.68  -0.215
F 4.58 4.60 0.16  -0.420
C 6.00 2.99 1.19  -0.749
C 6.37 1.48 1.41  -0.717
H 5.98 -0.79 -0.46  0.100
H 6.09 -2.23 -1.48  0.404
H 4.82 -1.04 -1.80  0.128
H 7.84 -0.33 -2.00  0.269
H 7.07 -1.28 -3.27  0.372
H 6.23 0.51 -4.31  0.427
H 7.08 1.58 -3.20  0.308
H 4.98 3.16 -2.35  0.198
H 6.15 2.10 -1.37  0.558
H 3.77 1.10 0.57  -0.340
H 2.56 4.02 -1.33  0.487
H 2.08 3.59 0.32  0.384
H 0.33 3.43 -1.50  0.557
H 1.05 1.97 -2.14  0.303
H -0.32 2.57 0.59  0.239
H 0.08 0.20 1.29  0.134
H 0.96 -0.15 -0.23  0.194
H 1.71 0.89 1.12  0.256
H -1.79 0.63 -0.29  0.400
H -1.68 2.09 -1.42  0.363
H -0.71 0.65 -1.75  0.359
H 3.90 3.35 1.57  0.449
H 6.21 3.51 2.15  0.417
H 6.72 3.39 0.45  0.305
H 6.77 1.08 0.46  -0.002
H 7.22 1.45 2.12  0.402
H 5.56 0.86 1.83  0.269
C -0.43 -1.37 3.84  -0.759
O -1.14 -0.16 3.63  -0.342
C -2.49 -0.19 4.04  -0.015
C -2.71 0.03 5.55  0.248
C -2.38 -1.19 6.40  -1.394
N -1.95 1.18 6.04  -0.779
H -1.06 -2.25 3.70  0.405
H 0.02 -1.38 4.83  0.258
H 0.38 -1.42 3.11  0.233
H -2.98 0.63 3.50  0.340
H -2.97 -1.12 3.70  -0.230
H -3.78 0.24 5.69  0.447
H -1.30 -1.33 6.52  0.283
H -2.80 -1.07 7.40  0.355
H -2.79 -2.10 5.97  0.336
H -2.25 2.01 5.54  0.276
H -0.99 1.06 5.75  0.345
C -3.11 -5.98 -0.54  -0.641
O -1.83 -5.39 -0.54  -0.416
C -1.83 -3.97 -0.53  -0.850
C -2.03 -3.34 0.86  1.051
C -3.47 -3.39 1.36  -1.248
N -1.16 -3.96 1.87  -0.582
H -3.83 -5.39 -1.11  0.288
H -3.47 -6.14 0.48  0.228
H -3.02 -6.97 -1.01  0.259
H -0.84 -3.68 -0.89  0.330
H -2.56 -3.58 -1.25  0.445
H -1.75 -2.29 0.78  -0.037
H -3.76 -4.39 1.70  0.288
H -3.60 -2.71 2.20  0.028
H -4.16 -3.09 0.57  0.339
H -0.19 -3.84 1.58  0.257
H -1.30 -4.97 1.81  0.292
C -6.86 1.18 -4.87  -0.651
O -6.72 0.87 -3.50  -0.413
C -5.58 0.09 -3.18  -0.849
C -4.28 0.89 -3.03  0.845
C -3.67 1.32 -4.36  -1.504
N -4.47 2.08 -2.19  -0.655
H -6.50 0.37 -5.52  0.300
H -6.34 2.11 -5.11  0.226
H -7.92 1.34 -5.08  0.262
H -5.81 -0.37 -2.21  0.297
H -5.47 -0.74 -3.89  0.449
H -3.55 0.24 -2.53  0.167
H -4.20 2.16 -4.81  0.310
H -2.63 1.64 -4.21  0.315
H -3.66 0.49 -5.07  0.359
H -4.79 1.79 -1.27  0.272
H -5.27 2.59 -2.57  0.300

ORCA calculation (ωB97M-V/def2-TZVPD) on C5H4ClFO4 in the gas phase in a non-equilibrium geometry.

The HOMO energy is -10.2 eV. The value obtained for the energy relative to the best compared isomer or geometry (same formula, charge and spin) is 0.00 kJ/mol. The calculation puts the LUMO energy at 0.13 eV. For the energy, the calculation gives -1053.87173 hartree. Its SMILES is O=C1O[C@H]2[C@H](O)[C@@]2(O)[C@@]1(F)Cl. The value obtained for the gap between HOMO and LUMO is 0.38000 hartree.

Last column: Mulliken charge in e.
CARTESIAN COORDINATES (ANGSTROEM)
O 3.97 0.24 1.15  -0.470
C 2.85 -0.07 0.91  0.097
O 1.83 -0.24 1.80  -0.352
C 0.58 -0.47 1.23  -0.340
C -0.08 0.72 0.54  -0.115
O -1.39 0.66 0.22  -0.553
C 0.73 -0.25 -0.28  0.388
O 0.09 -0.84 -1.32  -0.586
C 2.26 -0.05 -0.53  0.811
F 2.71 -1.03 -1.40  -0.258
Cl 2.91 1.53 -1.25  -0.144
H -0.07 -1.13 1.71  0.490
H 0.24 1.85 0.82  0.284
H -1.52 0.05 -0.50  0.389
H 0.38 -0.39 -2.17  0.360

ORCA calculation (ωB97M-V/def2-TZVPD) on C9H10ClN in the gas phase in a non-equilibrium geometry.

The HOMO energy (spin up / spin down) is -7.9 / -6.9 eV. The value obtained for the energy relative to the best compared isomer or geometry (same formula, charge and spin) is 326.65 kJ/mol. The calculation puts the LUMO energy (spin up / spin down) at 0.68 / 0.35 eV. For the energy, the calculation gives -863.75165 hartree. The value obtained for the gap between HOMO and LUMO (spin up / spin down) is 0.31539 / 0.26510 hartree.

Last column: Mulliken charge in e.
CARTESIAN COORDINATES (ANGSTROEM)
C -2.90 -0.22 0.81  -0.735
C -2.58 -1.44 0.23  -0.137
C -1.94 0.81 0.85  -0.374
C -1.31 -1.74 -0.19  -0.954
C -0.61 0.54 0.46  0.684
C -0.41 -0.74 -0.06  0.221
C 0.59 1.50 0.55  -0.743
C 1.66 1.19 -0.52  -0.467
C 2.20 -0.17 -0.26  0.144
N 2.78 -0.78 -1.38  -0.507
Cl 2.94 -0.55 1.18  -0.182
H -3.94 -0.10 0.96  0.369
H -3.22 -2.27 0.10  0.339
H -2.07 1.77 1.44  0.256
H -1.16 -2.70 -0.69  0.335
H 0.16 2.55 0.24  0.298
H 1.04 1.41 1.56  0.303
H 1.23 1.25 -1.58  0.356
H 2.41 1.92 -0.23  0.289
H 2.91 -1.77 -1.25  0.241
H 2.25 -0.47 -2.21  0.263

ORCA calculation (ωB97M-V/def2-TZVPD) on C4H7NO2 in the gas phase.

The HOMO energy is -10.2 eV. The value obtained for the energy relative to the best compared isomer or geometry (same formula, charge and spin) is 110.17 kJ/mol. The calculation puts the LUMO energy at 0.89 eV. For the energy, the calculation gives -361.83890 hartree. Its SMILES is [H]/N=C1/CO[C@H](C)O1. The value obtained for the gap between HOMO and LUMO is 0.40900 hartree.

Last column: Mulliken charge in e.
CARTESIAN COORDINATES (ANGSTROEM)
H -1.08 -0.57 -2.82  0.275
N -1.49 0.07 -2.14  -0.676
C -0.97 -0.08 -1.01  0.528
C -1.31 0.69 0.24  -0.237
O -0.64 -0.01 1.27  -0.401
C 0.42 -0.72 0.66  0.332
C 1.73 0.06 0.68  -1.105
O 0.01 -0.97 -0.68  -0.405
H -0.97 1.73 0.16  0.222
H -2.38 0.71 0.44  0.272
H 0.52 -1.68 1.16  0.279
H 2.54 -0.51 0.21  0.336
H 2.01 0.28 1.71  0.323
H 1.61 1.00 0.13  0.257

ORCA calculation (ωB97M-V/def2-TZVPD) on a 2-piece molecular cluster, C8H16IP overall in a non-equilibrium geometry.

The HOMO energy is -8.9 eV. The value obtained for the energy relative to the best compared isomer or geometry (same formula, charge and spin) is 6.89 kJ/mol. The calculation puts the LUMO energy at -0.05 eV. For the energy, the calculation gives -953.39261 hartree. Its SMILES is C1=CCCC1.CCCPI. The value obtained for the gap between HOMO and LUMO is 0.32457 hartree.

Last column: Mulliken charge in e.
CARTESIAN COORDINATES (ANGSTROEM)
C -2.19 0.67 -0.69  -0.213
C -2.00 0.24 0.51  -0.529
C -3.45 -0.05 1.13  -0.479
C -4.32 -0.21 -0.09  -0.622
C -3.62 0.51 -1.24  -0.544
H -1.46 0.97 -1.45  0.392
H -1.09 0.29 1.16  0.342
H -3.73 0.91 1.60  0.248
H -3.38 -0.96 1.87  0.277
H -5.29 0.12 0.24  0.335
H -4.35 -1.29 -0.24  0.247
H -3.81 0.10 -2.25  0.343
H -3.97 1.62 -1.29  0.202
C 4.22 0.79 1.25  -1.174
C 4.04 0.14 -0.06  -0.328
C 2.61 -0.38 -0.15  -0.742
P 2.03 -1.11 -1.81  -0.085
I 0.30 -2.77 -1.13  -0.082
H 5.34 1.07 1.38  0.288
H 3.44 1.64 1.36  0.277
H 3.95 0.16 2.10  0.349
H 4.31 0.79 -0.89  0.353
H 4.79 -0.66 -0.13  0.322
H 2.55 -1.05 0.85  0.330
H 1.93 0.35 0.02  0.423
H 3.14 -1.90 -2.01  0.071